{
  "formula": "C4H11NO2",
  "method": "ωB97M-V with the def2-TZVPD basis set",
  "elements": ["C", "C", "N", "C", "C", "O", "H", "H", "H", "H", "H", "H", "H", "H", "H", "H", "H", "O"],
  "coordinates": [[1.37, -1.57, -0.88], [0.98, -0.41, -0.02], [-0.12, 0.34, -0.40], [-1.05, 0.90, 0.55], [-0.94, -0.20, -1.58], [1.73, 0.02, 0.82], [1.76, -1.25, -1.91], [2.19, -2.20, -0.49], [0.53, -2.21, -1.14], [-1.22, 1.94, 0.52], [-0.73, 0.76, 1.59], [-2.10, 0.45, 0.59], [-0.29, -0.77, -2.31], [-1.78, -0.84, -1.30], [-1.22, 0.63, -2.20], [1.01, 1.21, 2.56], [-0.49, 1.59, 2.63], [0.37, 1.62, 2.97]],
  "lowdin_charge": [0.02, -0.41, 0.08, 0.00, 0.03, 0.23, 0.15, 0.12, 0.08, 0.13, 0.08, 0.16, 0.11, 0.13, 0.11, -0.07, -0.01, 0.05],
  "homo_lumo_gap_ev": [11.10, 5.92],
  "spin_multiplicity": 2,
  "e_above_lowest_kj_mol": 260.3,
  "e_homo_ev": [-15.25, -15.22],
  "energy_ev": -9900.297,
  "s_squared": 0.77,
  "lumo_energy_ha": [-0.1528, -0.3419],
  "total_charge": 1
}

***

{
  "formula": "C4H11NO2",
  "method": "ωB97M-V with the def2-TZVPD basis set",
  "elements": ["C", "C", "C", "C", "N", "O", "H", "H", "H", "H", "H", "H", "H", "H", "H", "H", "H", "O"],
  "coordinates": [[-1.66, 1.56, 0.61], [-0.59, 0.49, 0.41], [-0.85, -0.86, 1.06], [0.53, -1.47, 1.42], [1.33, -1.85, 0.43], [0.73, -1.52, 2.61], [-2.68, 1.31, 0.29], [-1.83, 1.62, 1.69], [-1.30, 2.56, 0.38], [0.26, 1.01, 0.86], [-0.36, 0.37, -0.66], [-1.41, -1.58, 0.45], [-1.44, -0.70, 1.96], [1.14, -1.59, -0.51], [2.28, -2.05, 0.74], [2.33, 0.36, -4.28], [1.87, 1.63, -3.79], [1.66, 0.71, -3.67]],
  "lowdin_charge": [-0.08, -0.23, -0.04, -0.40, 0.28, 0.37, 0.09, 0.08, 0.09, 0.13, 0.12, 0.15, 0.14, 0.14, 0.16, 0.04, 0.03, -0.06],
  "homo_lumo_gap_ev": [10.73, 5.58],
  "spin_multiplicity": 2,
  "e_above_lowest_kj_mol": 42.4,
  "e_homo_ev": [-14.48, -14.48],
  "energy_ev": -9902.557,
  "s_squared": 0.76,
  "lumo_energy_ha": [-0.1378, -0.3270],
  "total_charge": 1
}

***

{
  "formula": "C4H11NO2S",
  "method": "ωB97M-V with the def2-TZVPD basis set",
  "elements": ["C", "N", "C", "C", "S", "C", "O", "H", "H", "H", "H", "H", "H", "H", "H", "H", "H", "H", "O"],
  "coordinates": [[0.36, 0.79, 1.86], [-0.80, 1.16, 1.05], [-0.56, 0.44, -0.40], [-1.12, -0.95, -0.02], [-0.17, -2.15, -0.89], [-1.74, 0.95, -1.20], [-1.68, 0.91, -2.45], [1.28, 1.43, 1.74], [0.12, 1.07, 2.93], [0.59, -0.41, 1.62], [-0.89, 2.14, 0.76], [0.56, 0.50, -0.84], [-1.25, -1.02, 1.07], [-2.29, -0.97, -0.49], [-0.57, -1.91, -2.21], [-2.62, 1.47, -0.78], [3.78, 0.57, 2.67], [5.20, 0.37, 1.85], [4.53, 1.04, 2.10]],
  "lowdin_charge": [-0.21, -0.14, -0.39, -0.67, 0.58, -0.51, -0.21, 0.05, 0.06, 0.12, 0.05, 0.15, 0.05, 0.14, -0.10, 0.06, 0.09, 0.03, -0.14],
  "homo_lumo_gap_ev": [2.39, 6.36],
  "spin_multiplicity": 2,
  "e_above_lowest_kj_mol": 343.3,
  "e_homo_ev": [0.52, -3.52],
  "energy_ev": -20742.519,
  "s_squared": 0.75,
  "lumo_energy_ha": [0.1072, 0.1041],
  "total_charge": -1
}

***

{
  "formula": "C4H11NO2S",
  "method": "ωB97M-V with the def2-TZVPD basis set",
  "elements": ["C", "N", "C", "C", "S", "C", "O", "H", "H", "H", "H", "H", "H", "H", "H", "H", "H", "H", "O"],
  "coordinates": [[-0.33, -0.49, -1.60], [-0.80, 0.51, -0.67], [-0.40, 0.42, 0.78], [-1.32, -0.05, 1.94], [-3.14, 0.57, 1.92], [0.84, -0.45, 0.92], [1.97, 0.10, 0.42], [0.20, 0.07, -2.32], [-1.11, -1.19, -2.06], [0.32, -1.26, -1.15], [-1.86, 0.38, -0.61], [-0.02, 1.48, 1.11], [-0.83, 0.51, 2.81], [-1.49, -1.24, 1.87], [0.53, -1.42, 0.32], [1.03, -0.89, 2.01], [1.45, 1.12, -2.11], [2.59, 0.63, -1.43], [2.37, 1.20, -2.16]],
  "lowdin_charge": [-0.20, -0.07, -0.46, -0.70, -0.13, -0.54, -0.35, 0.03, 0.08, 0.04, 0.06, 0.14, 0.05, 0.07, 0.07, 0.10, -0.06, -0.02, -0.09],
  "homo_lumo_gap_ev": 5.64,
  "e_above_lowest_kj_mol": 247.9,
  "e_homo_ev": 0.46,
  "energy_ev": -20742.955,
  "lumo_energy_ha": 0.2242,
  "total_charge": -2
}

***

{
  "formula": "C4H11NO2S",
  "method": "ωB97M-V with the def2-TZVPD basis set",
  "elements": ["O", "C", "N", "C", "C", "S", "C", "H", "H", "H", "H", "H", "H", "H", "H", "H", "H", "H", "O"],
  "coordinates": [[1.27, -1.48, -2.23], [0.62, -2.00, -1.38], [0.54, -1.22, -0.20], [1.13, -0.01, 0.17], [0.54, 1.29, -0.54], [-0.57, 1.06, -1.95], [1.01, 0.41, 1.66], [0.25, -3.04, -1.35], [-0.20, -1.59, 0.41], [2.18, -0.09, -0.06], [0.18, 2.07, 0.05], [1.48, 1.95, -0.68], [0.35, 1.39, -2.90], [0.05, 0.90, 1.84], [1.75, 0.97, 2.04], [0.82, -0.52, 2.33], [-3.43, -0.26, 5.57], [-2.22, 0.44, 4.88], [-3.23, 0.37, 4.85]],
  "lowdin_charge": [0.01, -0.33, -0.01, -0.42, -0.54, 0.72, -0.05, 0.14, 0.13, 0.13, 0.02, 0.12, -0.12, 0.07, 0.03, 0.11, 0.03, 0.07, -0.10],
  "homo_lumo_gap_ev": 9.26,
  "smiles": "C[C@H](CS)NC=O.O",
  "e_above_lowest_kj_mol": 225.3,
  "e_homo_ev": -8.77,
  "energy_ev": -20744.969,
  "lumo_energy_ha": 0.0178
}

***

{
  "formula": "C4H11NO2S",
  "method": "ωB97M-V with the def2-TZVPD basis set",
  "elements": ["O", "C", "N", "C", "C", "S", "C", "H", "H", "H", "H", "H", "H", "H", "H", "H", "H", "H", "O"],
  "coordinates": [[2.52, 1.34, -1.54], [1.35, 1.42, -1.85], [0.28, 0.82, -1.28], [0.47, -0.27, -0.33], [0.43, 0.17, 1.12], [1.86, 1.05, 1.75], [-0.56, -1.35, -0.71], [1.15, 1.98, -2.78], [-0.59, 1.32, -1.38], [1.41, -0.87, -0.39], [-0.51, 0.69, 1.37], [0.34, -0.63, 1.88], [1.84, 2.15, 0.97], [-1.58, -0.93, -0.79], [-0.49, -2.23, -0.08], [-0.26, -1.63, -1.72], [-2.48, -0.96, 1.12], [-2.43, -1.36, 2.63], [-2.75, -0.71, 2.01]],
  "lowdin_charge": [0.01, -0.37, 0.06, -0.44, -0.58, 0.73, -0.07, 0.13, 0.14, 0.15, 0.07, 0.07, -0.14, 0.08, 0.09, 0.08, 0.00, 0.04, -0.04],
  "homo_lumo_gap_ev": 9.37,
  "smiles": "C[C@H](CS)NC=O.O",
  "e_above_lowest_kj_mol": 92.4,
  "e_homo_ev": -8.84,
  "energy_ev": -20746.346,
  "lumo_energy_ha": 0.0196
}

***

{
  "formula": "C4H11NO3",
  "method": "ωB97M-V with the def2-TZVPD basis set",
  "elements": ["C", "N", "C", "C", "C", "O", "O", "H", "H", "H", "H", "H", "H", "H", "H", "H", "H", "H", "O"],
  "coordinates": [[1.37, -0.24, 0.32], [-0.03, -0.10, 0.74], [-1.62, -0.03, -1.31], [-1.02, 0.73, -0.10], [-0.10, 2.11, -0.25], [-0.97, 3.18, -0.15], [1.08, 2.32, -0.22], [2.21, 0.27, 0.94], [1.37, -0.04, -0.79], [1.76, -1.34, 0.36], [-0.45, -1.10, 0.81], [-1.48, -1.16, -1.16], [-2.72, 0.13, -1.27], [-1.17, 0.35, -2.22], [-1.90, 1.19, 0.49], [-0.69, 3.94, 0.29], [2.15, -3.23, 1.34], [0.81, -3.58, 1.46], [1.40, -3.41, 0.71]],
  "lowdin_charge": [-0.18, -0.12, -0.06, -0.25, -0.41, 0.07, 0.10, 0.10, 0.09, 0.06, 0.12, 0.10, 0.07, 0.07, 0.14, 0.08, 0.07, 0.04, -0.09],
  "homo_lumo_gap_ev": 9.30,
  "smiles": "CN[C@H](C)C(=O)O.O",
  "e_above_lowest_kj_mol": 319.3,
  "e_homo_ev": -8.64,
  "energy_ev": -11956.800,
  "lumo_energy_ha": 0.0243
}

***

{
  "formula": "C4H11NO3",
  "method": "ωB97M-V with the def2-TZVPD basis set",
  "elements": ["O", "C", "O", "C", "C", "C", "N", "H", "H", "H", "H", "H", "H", "H", "H", "H", "H", "H", "O"],
  "coordinates": [[1.70, 0.71, -0.97], [1.74, 0.03, 0.02], [2.88, -0.23, 0.67], [0.60, -0.69, 0.70], [-0.33, 0.25, 1.44], [-1.42, 0.78, 0.50], [-2.44, -0.23, 0.32], [3.66, 0.19, 0.25], [1.02, -1.59, 1.16], [0.10, -1.24, -0.13], [0.34, 1.00, 1.89], [-0.86, -0.23, 2.28], [-0.96, 1.30, -0.38], [-1.89, 1.69, 0.88], [-2.05, -1.11, -0.02], [-3.11, 0.13, -0.34], [-0.29, 0.08, -3.18], [1.06, -0.24, -2.36], [0.25, -0.60, -2.74]],
  "lowdin_charge": [0.08, -0.52, 0.11, -0.12, -0.17, -0.31, 0.01, 0.14, 0.12, 0.12, 0.12, 0.12, 0.11, 0.11, 0.06, 0.07, 0.05, -0.01, -0.08],
  "homo_lumo_gap_ev": 9.91,
  "smiles": "NCCCC(=O)O.O",
  "e_above_lowest_kj_mol": 112.0,
  "e_homo_ev": -9.29,
  "energy_ev": -11958.949,
  "lumo_energy_ha": 0.0227
}

***

{
  "formula": "C4H11NO3",
  "method": "ωB97M-V with the def2-TZVPD basis set",
  "elements": ["O", "C", "N", "C", "C", "C", "O", "H", "H", "H", "H", "H", "H", "H", "H", "H", "H", "H", "O"],
  "coordinates": [[-0.29, -1.06, 2.73], [0.19, 0.03, 2.43], [0.78, 0.38, 1.26], [1.14, -0.66, 0.32], [0.27, -0.65, -0.94], [-0.89, -1.68, -1.03], [-0.44, 0.59, -1.08], [0.25, 0.86, 3.19], [0.69, 1.29, 0.85], [0.95, -1.70, 0.82], [2.22, -0.57, 0.08], [0.93, -0.59, -1.76], [-1.92, -1.26, -0.92], [-0.82, -2.52, -0.38], [-0.68, -2.30, -2.06], [-1.39, 0.61, -0.98], [-0.36, 3.49, -0.12], [-0.27, 2.42, -1.35], [-0.36, 3.31, -1.05]],
  "lowdin_charge": [0.00, -0.35, 0.02, -0.13, -0.36, -0.03, -0.10, 0.13, 0.12, 0.15, 0.12, 0.12, 0.09, 0.05, 0.14, 0.08, 0.02, -0.03, -0.05],
  "homo_lumo_gap_ev": 10.61,
  "smiles": "C[C@@H](O)CNC=O.O",
  "e_above_lowest_kj_mol": 232.4,
  "e_homo_ev": -10.01,
  "energy_ev": -11957.701,
  "lumo_energy_ha": 0.0218
}

***

{
  "formula": "C4H11NO3",
  "method": "ωB97M-V with the def2-TZVPD basis set",
  "elements": ["O", "C", "C", "C", "C", "O", "N", "H", "H", "H", "H", "H", "H", "H", "H", "H", "H", "H", "O"],
  "coordinates": [[1.52, 0.82, 1.86], [0.49, 0.19, 1.85], [-0.04, -0.56, 0.62], [-0.38, 0.48, -0.46], [-1.34, -0.02, -1.51], [-0.92, 1.63, 0.20], [-1.09, -1.46, 1.06], [-0.19, 0.27, 2.72], [0.86, -1.11, 0.35], [0.56, 0.76, -0.93], [-1.33, 0.70, -2.32], [-1.12, -1.01, -1.90], [-2.33, -0.14, -1.07], [-1.34, 2.15, -0.50], [-1.97, -0.95, 1.07], [-1.19, -2.22, 0.39], [2.61, 0.13, -0.04], [4.02, 0.37, -0.57], [3.16, -0.01, -0.82]],
  "lowdin_charge": [0.06, -0.21, -0.32, -0.40, -0.04, -0.03, 0.06, 0.13, 0.15, 0.13, 0.08, 0.09, 0.08, 0.10, 0.08, 0.08, -0.01, 0.04, -0.06],
  "homo_lumo_gap_ev": 10.29,
  "smiles": "C[C@@H](O)[C@H](N)C=O.O",
  "e_above_lowest_kj_mol": 167.6,
  "e_homo_ev": -9.59,
  "energy_ev": -11958.373,
  "lumo_energy_ha": 0.0258
}

***

Copy entry 3 word for word.
{
  "formula": "C4H11NO2S",
  "method": "ωB97M-V with the def2-TZVPD basis set",
  "elements": ["C", "N", "C", "C", "S", "C", "O", "H", "H", "H", "H", "H", "H", "H", "H", "H", "H", "H", "O"],
  "coordinates": [[0.36, 0.79, 1.86], [-0.80, 1.16, 1.05], [-0.56, 0.44, -0.40], [-1.12, -0.95, -0.02], [-0.17, -2.15, -0.89], [-1.74, 0.95, -1.20], [-1.68, 0.91, -2.45], [1.28, 1.43, 1.74], [0.12, 1.07, 2.93], [0.59, -0.41, 1.62], [-0.89, 2.14, 0.76], [0.56, 0.50, -0.84], [-1.25, -1.02, 1.07], [-2.29, -0.97, -0.49], [-0.57, -1.91, -2.21], [-2.62, 1.47, -0.78], [3.78, 0.57, 2.67], [5.20, 0.37, 1.85], [4.53, 1.04, 2.10]],
  "lowdin_charge": [-0.21, -0.14, -0.39, -0.67, 0.58, -0.51, -0.21, 0.05, 0.06, 0.12, 0.05, 0.15, 0.05, 0.14, -0.10, 0.06, 0.09, 0.03, -0.14],
  "homo_lumo_gap_ev": [2.39, 6.36],
  "spin_multiplicity": 2,
  "e_above_lowest_kj_mol": 343.3,
  "e_homo_ev": [0.52, -3.52],
  "energy_ev": -20742.519,
  "s_squared": 0.75,
  "lumo_energy_ha": [0.1072, 0.1041],
  "total_charge": -1
}

***

- What is the formula in the seventh record?
  C4H11NO3